Entry 1:
Computed, not measured: C17H24N2O3 in the gas phase, with wB97M-V/def2-TZVPD.

Positions of all 46 atoms, in Å:
1 C -3.0966 2.4302 -0.6620
2 C -1.9874 3.4759 -0.6250
3 C -0.6745 2.9359 -0.0571
4 C -0.7292 2.7270 1.4615
5 N 0.4821 2.1398 1.9919
6 C 1.3811 2.9660 2.7771
7 C 2.3132 3.8504 1.9349
8 C 1.7781 5.2543 1.6440
9 C 1.8048 6.1572 2.8722
10 C 0.8983 0.8808 1.6884
11 O 1.9891 0.4588 2.0374
12 C -0.0477 0.0206 0.9344
13 C 0.4195 -0.9955 0.2039
14 C -0.3639 -1.9436 -0.5694
15 C -1.7522 -1.8496 -0.7164
16 C -2.4605 -2.7749 -1.4620
17 C -1.8055 -3.8214 -2.0853
18 C -0.4259 -3.9187 -1.9475
19 N 0.2729 -5.0023 -2.5974
20 O 1.4781 -5.0470 -2.4795
21 O -0.3896 -5.8015 -3.2240
22 C 0.2939 -2.9972 -1.2042
23 H -3.3710 2.1071 0.3394
24 H -3.9851 2.8419 -1.1344
25 H -2.7776 1.5614 -1.2348
26 H -1.8059 3.8260 -1.6431
27 H -2.3140 4.3349 -0.0345
28 H 0.1321 3.6348 -0.2849
29 H -0.4318 1.9886 -0.5436
30 H -0.8738 3.6903 1.9545
31 H -1.5885 2.1008 1.7226
32 H 0.7841 3.5725 3.4615
33 H 1.9891 2.2720 3.3618
34 H 2.5166 3.3281 0.9983
35 H 3.2639 3.9501 2.4611
36 H 0.7597 5.2020 1.2566
37 H 2.3996 5.7054 0.8669
38 H 2.8194 6.2491 3.2530
39 H 1.1786 5.7618 3.6686
40 H 1.4426 7.1512 2.6194
41 H -1.1036 0.2110 1.0366
42 H 1.4929 -1.1353 0.1767
43 H -2.2865 -1.0406 -0.2432
44 H -3.5312 -2.6800 -1.5593
45 H -2.3346 -4.5557 -2.6722
46 H 1.3647 -3.1097 -1.1206

## Properties
Molar mass (Da): 304.390
2S+1: 1
Energy (Ha): -997.3270
Charge: 0

Need the natural (NBO) charges? In units of e they are:
1. C -0.61
2. C -0.40
3. C -0.41
4. C -0.21
5. N -0.43
6. C -0.22
7. C -0.41
8. C -0.39
9. C -0.61
10. C 0.64
11. O -0.63
12. C -0.28
13. C -0.13
14. C -0.09
15. C -0.15
16. C -0.21
17. C -0.20
18. C 0.08
19. N 0.52
20. O -0.37
21. O -0.38
22. C -0.17
23. H 0.20
24. H 0.22
25. H 0.20
26. H 0.21
27. H 0.20
28. H 0.21
29. H 0.21
30. H 0.21
31. H 0.19
32. H 0.19
33. H 0.24
34. H 0.22
35. H 0.21
36. H 0.19
37. H 0.20
38. H 0.20
39. H 0.20
40. H 0.21
41. H 0.20
42. H 0.23
43. H 0.21
44. H 0.22
45. H 0.25
46. H 0.25

***

Entry 2:
Computed, not measured: C17H24N2O4 in the gas phase, with wB97M-V/def2-TZVPD.

Positions of all 47 atoms, in Å:
1 C -5.8354 -1.8306 0.3797
2 O -4.4593 -2.1333 0.3125
3 C -3.5161 -1.1705 0.1550
4 C -2.2103 -1.6594 0.1210
5 C -1.1221 -0.8306 -0.0354
6 C -1.3150 0.5382 -0.1764
7 C -0.1717 1.4419 -0.3569
8 N -0.3632 2.6212 -1.0051
9 N 0.9402 1.0718 0.1649
10 O 2.0146 1.9664 -0.0808
11 C 3.1975 1.6663 0.4926
12 O 4.1228 2.3970 0.2525
13 C 3.2499 0.4807 1.4227
14 C 4.5564 -0.3056 1.2892
15 C 4.5464 -1.3831 0.1971
16 C 3.5475 -2.5234 0.4876
17 C 2.8261 -2.7910 -0.8339
18 C 2.7868 -1.4205 -1.5020
19 C 4.1721 -0.8510 -1.2010
20 C -2.6130 1.0433 -0.1393
21 C -3.7161 0.2196 0.0304
22 O -5.0011 0.7008 0.0836
23 C -5.2128 2.0881 0.0078
24 H -6.3294 -2.7947 0.4999
25 H -6.1900 -1.3518 -0.5350
26 H -6.0682 -1.1937 1.2352
27 H -2.0849 -2.7254 0.2237
28 H -0.1238 -1.2326 -0.0581
29 H -1.1384 2.7168 -1.6364
30 H 0.4673 3.1539 -1.2111
31 H 3.1825 0.8992 2.4311
32 H 2.3733 -0.1421 1.2596
33 H 5.3600 0.4048 1.0824
34 H 4.7776 -0.7926 2.2417
35 H 5.5602 -1.7933 0.1619
36 H 4.0524 -3.4138 0.8614
37 H 2.8267 -2.2131 1.2443
38 H 1.8350 -3.2202 -0.6876
39 H 3.4100 -3.4803 -1.4466
40 H 2.5865 -1.4810 -2.5716
41 H 2.0141 -0.8021 -1.0445
42 H 4.1939 0.2354 -1.2432
43 H 4.8850 -1.2232 -1.9388
44 H -2.7551 2.1096 -0.2097
45 H -4.7117 2.6201 0.8227
46 H -4.8849 2.4965 -0.9539
47 H -6.2897 2.2204 0.1023

## Properties
Molar mass (Da): 320.389
2S+1: 1
Energy (Ha): -1072.6082
Charge: 0

Need the natural (NBO) charges? In units of e they are:
1. C -0.24
2. O -0.49
3. C 0.27
4. C -0.26
5. C -0.12
6. C -0.12
7. C 0.39
8. N -0.81
9. N -0.24
10. O -0.41
11. C 0.81
12. O -0.58
13. C -0.56
14. C -0.38
15. C -0.22
16. C -0.41
17. C -0.40
18. C -0.40
19. C -0.42
20. C -0.29
21. C 0.29
22. O -0.52
23. C -0.25
24. H 0.19
25. H 0.18
26. H 0.18
27. H 0.23
28. H 0.22
29. H 0.40
30. H 0.42
31. H 0.25
32. H 0.25
33. H 0.23
34. H 0.20
35. H 0.21
36. H 0.21
37. H 0.20
38. H 0.20
39. H 0.19
40. H 0.21
41. H 0.20
42. H 0.22
43. H 0.21
44. H 0.22
45. H 0.18
46. H 0.17
47. H 0.20

***

Entry 3:
Computed, not measured: C17H24N2O4 in the gas phase, with wB97M-V/def2-TZVPD.

Positions of all 47 atoms, in Å:
1 C 3.0371 -0.2056 -0.8345
2 C 3.0505 0.2717 0.6095
3 O 1.8174 -0.0118 1.2738
4 C 0.7778 0.7716 0.9985
5 O 0.8291 1.7183 0.2539
6 C -0.4542 0.3894 1.8222
7 C -0.1884 1.0078 3.2131
8 C -1.2947 0.8072 4.2228
9 C -0.9947 1.0358 5.6748
10 C -1.2590 -0.3511 5.1747
11 C -1.6996 0.9797 1.1502
12 C -1.7532 0.5481 -0.3237
13 N -1.1431 -0.7535 -0.4824
14 C -0.3390 -1.1606 -1.4905
15 O 0.2743 -2.2201 -1.4320
16 C -0.2387 -0.3358 -2.7041
17 O -1.0907 0.6878 -3.0108
18 C -0.7004 1.1120 -4.2108
19 N 0.3035 0.4699 -4.7054
20 C 0.6245 -0.4756 -3.7714
21 C 1.7326 -1.4328 -3.9859
22 C -1.3509 -1.6417 0.6417
23 C -0.6201 -1.1350 1.8942
24 H 2.6909 -1.2350 -0.8855
25 H 4.0392 -0.1408 -1.2485
26 H 2.3688 0.4146 -1.4262
27 H 3.8037 -0.2608 1.1940
28 H 3.2361 1.3503 0.6545
29 H -0.0237 2.0817 3.0781
30 H 0.7337 0.5745 3.6071
31 H -2.2702 1.1316 3.8839
32 H -1.7422 1.5162 6.2870
33 H 0.0176 1.2905 5.9488
34 H -2.1887 -0.8278 5.4470
35 H -0.4225 -1.0313 5.1204
36 H -1.6738 2.0681 1.1966
37 H -2.5848 0.6314 1.6821
38 H -2.7936 0.5203 -0.6731
39 H -1.2085 1.2784 -0.9187
40 H -1.2242 1.9261 -4.6711
41 H 2.6880 -0.9141 -3.9256
42 H 1.6905 -2.2137 -3.2338
43 H 1.6478 -1.8628 -4.9812
44 H -2.4292 -1.6978 0.8237
45 H -0.9879 -2.6294 0.3553
46 H 0.3600 -1.6021 1.9762
47 H -1.2018 -1.3963 2.7771

## Properties
Molar mass (Da): 320.389
2S+1: 1
Energy (Ha): -1072.6656
Charge: 0

Need the natural (NBO) charges? In units of e they are:
1. C -0.65
2. C -0.07
3. O -0.52
4. C 0.83
5. O -0.63
6. C -0.14
7. C -0.37
8. C -0.24
9. C -0.41
10. C -0.43
11. C -0.41
12. C -0.22
13. N -0.43
14. C 0.65
15. O -0.64
16. C 0.09
17. O -0.40
18. C 0.34
19. N -0.47
20. C 0.18
21. C -0.66
22. C -0.23
23. C -0.41
24. H 0.23
25. H 0.22
26. H 0.22
27. H 0.19
28. H 0.19
29. H 0.22
30. H 0.21
31. H 0.21
32. H 0.22
33. H 0.21
34. H 0.22
35. H 0.21
36. H 0.23
37. H 0.21
38. H 0.19
39. H 0.24
40. H 0.19
41. H 0.23
42. H 0.26
43. H 0.23
44. H 0.19
45. H 0.25
46. H 0.23
47. H 0.22

***

Entry 4:
Computed, not measured: C17H24N2O4S in the gas phase, with wB97M-V/def2-TZVPD.

Positions of all 48 atoms, in Å:
1 C -4.4325 -0.5080 1.8129
2 C -4.4527 -0.2928 0.2974
3 C -5.4032 0.8664 -0.0266
4 C -5.0164 -1.5529 -0.3718
5 C -3.0441 0.0283 -0.2668
6 C -2.3196 1.1484 0.4912
7 C -1.1175 1.6500 -0.3072
8 C -0.2756 0.4969 -0.7440
9 C 1.0730 0.5765 -1.2018
10 C 1.7901 1.8644 -1.3629
11 O 1.3161 2.8299 -1.9272
12 N 3.0601 1.9027 -0.8819
13 N 3.6446 0.9999 0.0043
14 C 4.8142 1.3213 0.5962
15 O 5.3604 2.3935 0.4236
16 C 5.3620 0.2288 1.5026
17 C 6.1906 -0.7918 0.7183
18 C 5.3471 -1.7796 -0.0443
19 O 4.1438 -1.7695 -0.1174
20 O 6.0914 -2.7060 -0.6448
21 C 1.5765 -0.6458 -1.5379
22 S 0.4373 -1.9092 -1.3010
23 C -0.7496 -0.7764 -0.7326
24 C -2.1146 -1.1951 -0.3094
25 H -4.1666 0.4066 2.3355
26 H -3.7257 -1.2854 2.0920
27 H -5.4191 -0.8154 2.1529
28 H -5.0758 1.7942 0.4340
29 H -6.4015 0.6452 0.3444
30 H -5.4657 1.0207 -1.1015
31 H -4.4948 -2.4463 -0.0398
32 H -4.9389 -1.4824 -1.4545
33 H -6.0675 -1.6677 -0.1155
34 H -3.1838 0.3650 -1.3007
35 H -2.9901 1.9855 0.6805
36 H -1.9715 0.7665 1.4528
37 H -0.5211 2.3417 0.2918
38 H -1.4477 2.2008 -1.1924
39 H 3.5765 2.7785 -0.9198
40 H 3.2634 0.0592 0.0233
41 H 6.0031 0.7145 2.2380
42 H 4.5427 -0.2765 2.0148
43 H 6.8505 -0.2868 0.0089
44 H 6.8287 -1.3661 1.3936
45 H 5.5367 -3.3402 -1.1275
46 H 2.5367 -0.8837 -1.9503
47 H -2.4897 -1.9443 -1.0080
48 H -2.0600 -1.6635 0.6785

## Properties
Molar mass (Da): 352.456
2S+1: 1
Energy (Ha): -1470.9023
Charge: 0

Need the natural (NBO) charges? In units of e they are:
1. C -0.61
2. C -0.03
3. C -0.60
4. C -0.61
5. C -0.19
6. C -0.40
7. C -0.41
8. C -0.04
9. C -0.18
10. C 0.65
11. O -0.59
12. N -0.45
13. N -0.46
14. C 0.65
15. O -0.63
16. C -0.49
17. C -0.51
18. C 0.81
19. O -0.63
20. O -0.67
21. C -0.38
22. S 0.44
23. C -0.17
24. C -0.45
25. H 0.21
26. H 0.20
27. H 0.21
28. H 0.21
29. H 0.21
30. H 0.21
31. H 0.21
32. H 0.21
33. H 0.21
34. H 0.20
35. H 0.21
36. H 0.20
37. H 0.22
38. H 0.23
39. H 0.43
40. H 0.45
41. H 0.25
42. H 0.23
43. H 0.25
44. H 0.25
45. H 0.50
46. H 0.24
47. H 0.22
48. H 0.21

***

Q: Look up the energy of the fourth one.
A: -1470.9023 Ha